Molecular formula: Br2H4P2Si
Method: DFT, ωB97M-V with the def2-TZVPD basis set

XYZ file:
```
9
Properties=species:S:1:pos:R:3:lowdin_charge:R:1
Si 0.7358 0.0897 -0.4583 -0.59
P -2.6966 0.1395 0.4740 0.48
P 2.2292 -1.0596 0.5658 0.52
Br 1.1585 2.2358 0.0352 0.16
Br 1.2438 -0.0423 -2.5907 0.21
H -3.0857 1.5064 -0.1881 -0.16
H -3.0978 -0.8116 -0.5467 -0.25
H 2.2788 -0.2365 1.6772 -0.16
H 1.2341 -1.8215 1.0318 -0.20
```

Summary:
- energy (a.u.) = -6122.58637
- largest force on an atom (eV Å⁻¹) = 2.3
- HOMO-LUMO gap (alpha / beta) (eV) = 7.14 / 6.69
- HOMO level (alpha / beta) (eV) = -9.0 / -8.2
- relative energy (zero: lowest compared OMol25 entry of this formula, charge and spin) (kcal/mol) = 60.1
- total charge = 0